23
Properties=species:S:1:pos:R:3:forces:R:3 method="wB97M-V/def2-TZVPD" lumo_energy_ev=0.48
C 0.122 1.033 2.254 0.5 -2.5 -0.1
C 1.074 -2.068 0.214 0.2 3.0 2.7
C -1.169 2.349 -0.343 0.6 2.3 1.0
C -0.814 -0.151 1.914 1.3 -1.9 -2.0
N 1.604 -2.910 -0.669 0.4 -1.0 -2.0
N -0.250 -1.672 -0.051 -1.4 0.3 -2.2
N -0.833 -0.441 0.375 1.2 1.4 0.7
N 1.694 -1.611 1.295 -1.9 -0.8 -1.7
O 1.348 0.720 2.612 -0.4 -1.1 0.2
O -0.269 2.125 2.066 -0.8 2.7 0.7
O -0.303 0.579 -1.933 0.0 -0.7 0.1
O 1.317 0.985 -0.125 -1.9 0.5 -0.5
S -0.080 0.879 -0.539 0.6 0.2 -0.9
H -2.092 2.270 0.209 0.0 -1.0 0.5
H -0.689 3.268 0.127 0.1 -1.7 -0.3
H -1.504 2.758 -1.281 0.4 -0.8 -1.1
H -1.847 0.080 2.030 -0.5 0.2 1.1
H -0.424 -1.127 2.303 -0.9 1.0 0.2
H 1.544 -2.658 -1.645 -0.5 0.0 -0.1
H 2.523 -3.262 -0.506 0.4 -0.1 0.6
H -0.689 -1.789 -1.044 1.6 -0.4 2.5
H 2.680 -1.733 1.170 0.6 -0.4 0.2
H 1.431 -0.259 2.323 0.6 0.7 0.1

=====

39
Properties=species:S:1:pos:R:3:forces:R:3 method="wB97M-V/def2-TZVPD" lumo_energy_ev="-1.77 / -1.79" spin_multiplicity=2
Cr -0.222 -0.437 0.038 -0.3 -1.4 -0.1
O 0.916 6.319 -0.003 -0.8 0.8 0.0
C 1.840 5.519 -0.001 -0.5 -1.3 0.0
O 3.059 5.605 0.001 1.1 0.2 0.0
C 1.331 4.007 0.001 0.3 0.6 0.0
C -0.020 3.719 -0.002 -0.1 -0.8 0.0
C -0.437 2.390 0.006 1.0 0.5 0.0
N 0.437 1.350 0.018 0.9 2.5 0.0
C 1.761 1.652 0.016 -0.5 0.7 0.0
C 2.234 2.958 0.007 -0.5 -0.5 0.0
C 2.624 0.488 0.018 0.8 -0.8 0.0
C 4.019 0.580 0.007 -0.5 0.2 0.0
C 4.788 -0.565 -0.001 -0.4 -0.4 0.0
C 4.125 -1.785 0.001 0.2 0.5 0.0
C 2.743 -1.797 0.013 0.0 -0.4 0.0
N 1.977 -0.702 0.024 0.5 0.4 0.0
C -1.825 1.989 0.008 -1.0 -0.3 0.0
C -2.879 2.909 -0.008 0.3 -0.1 0.0
C -4.181 2.464 -0.005 0.1 -0.5 0.0
C -4.396 1.088 0.012 0.0 0.3 0.0
C -3.309 0.241 0.029 0.0 -0.3 0.0
N -2.029 0.646 0.026 -0.4 1.0 0.0
H -0.714 4.543 -0.011 0.0 0.2 0.0
H 3.284 3.195 0.004 0.1 0.1 0.0
H 4.492 1.547 0.003 0.0 0.1 0.0
H 5.866 -0.513 -0.009 0.1 0.0 0.0
H 4.666 -2.716 -0.007 0.0 -0.1 0.0
H 2.227 -2.748 0.011 0.0 0.1 0.0
H -2.670 3.966 -0.022 0.1 0.1 0.0
H -5.008 3.157 -0.016 0.0 0.1 0.0
H -5.394 0.680 0.013 0.0 -0.1 0.0
H -3.485 -0.825 0.044 0.0 0.2 0.0
N -1.447 -1.996 0.049 -3.6 -0.3 -0.2
C -2.410 -2.747 -0.034 0.3 -0.4 0.1
N -3.314 -3.563 -0.008 1.1 1.8 0.9
C -3.755 -4.629 -0.591 -0.4 -0.7 -0.6
N -4.204 -5.572 -1.069 -0.2 -0.4 -0.2
N 0.500 -3.489 -0.002 -0.1 -0.9 0.0
C -0.126 -2.498 0.019 2.3 -0.6 0.1

=====

19
Properties=species:S:1:pos:R:3:forces:R:3 method="wB97M-V/def2-TZVPD" lumo_energy_ev=2.70 total_charge=-1
Ag 1.473 0.581 1.106 1.8 0.7 1.7
Cl 3.850 -1.006 1.817 -0.8 0.0 -0.4
Cl 2.245 2.640 2.805 -0.6 -0.5 -0.6
C -2.068 0.911 1.370 1.2 0.6 1.0
O -0.871 0.907 0.585 -1.1 0.2 -0.7
C -1.095 0.164 -0.591 0.2 -1.7 -0.5
C 0.085 0.234 -1.530 -0.2 2.3 -1.0
O 1.319 -0.212 -1.081 0.4 -1.9 0.3
C 1.297 -1.670 -0.929 0.3 0.4 0.1
H -2.756 1.708 1.088 -0.4 -0.5 -0.8
H -1.792 1.256 2.366 0.3 -0.4 0.1
H -2.427 -0.117 1.417 -0.6 0.2 0.0
H -2.000 0.388 -1.156 -0.1 0.9 0.0
H -1.269 -0.881 -0.335 0.0 -0.3 0.4
H 0.187 1.299 -1.736 0.5 0.4 0.4
H -0.075 -0.069 -2.565 -0.7 -1.0 0.1
H 2.230 -2.054 -0.516 0.2 0.7 0.1
H 1.150 -2.146 -1.899 -0.3 0.1 -0.1
H 0.516 -1.932 -0.215 -0.1 -0.2 -0.2

=====

9
Properties=species:S:1:pos:R:3:forces:R:3 method="wB97M-V/def2-TZVPD" lumo_energy_ev=-1.96 smiles="O=c1nncco1"
C -1.565 -0.146 0.143 -3.7 -0.2 -0.3
C 1.271 -0.282 -0.227 -1.6 -0.2 0.1
C 0.646 0.966 0.045 -1.0 -1.9 0.0
H 2.421 -0.687 -0.649 -3.9 2.0 1.3
H 1.058 1.910 -0.283 0.1 0.3 0.8
N -0.899 -1.396 0.588 4.7 3.0 -3.9
N 0.464 -1.380 0.136 -3.3 -0.7 2.4
O -2.723 -0.074 -0.394 7.4 0.4 3.4
O -0.674 1.089 0.642 1.3 -2.6 -3.8

=====

The records above give, respectively, energy values of -29293.285 -62807.360 -37450.272 -10212.787 eV.